(1)
53
Properties=species:S:1:pos:R:3:nbo_charge:R:1 method="wB97M-V/def2-TZVPD" de_lowest_kcal_mol=341.0 orbital_gap_ev=8.34 homo_energy_ev=-7.7 charge=0
C -5.46 -1.31 0.64 -0.6095
H -5.00 -1.61 1.54 0.2189
H -4.97 -1.93 -0.20 0.1898
H -6.54 -1.40 0.52 0.2223
C -5.04 -0.06 0.07 -0.1874
C -5.59 0.42 -1.13 -0.6151
H -5.29 1.38 -1.27 0.2159
H -5.17 -0.17 -2.05 0.1838
H -6.68 0.51 -1.33 0.2262
C -3.51 0.26 0.38 -0.4131
C -2.75 -0.26 -0.61 -0.1847
N -1.40 -0.53 -0.43 -0.4399
C -0.94 -1.60 0.71 -0.2181
C 0.49 -1.86 0.71 -0.1984
N 1.35 -0.83 0.37 -0.5288
C 0.94 -0.13 -0.58 -0.1657
H 1.04 -0.92 -1.54 0.1135
C -0.43 0.44 -0.45 -0.0700
C -0.24 1.65 0.54 -0.4592
H 0.29 1.23 1.50 0.2266
H -1.39 1.67 0.94 0.2174
C 0.03 3.00 0.29 -0.0583
O 1.53 2.98 -0.06 -0.7565
H 1.76 3.79 -0.25 0.4431
H -0.07 3.82 0.68 0.1777
H -0.32 3.23 -0.78 0.1607
H -0.68 0.80 -1.46 0.2072
H 1.76 0.87 -0.91 0.2689
C 2.69 -1.13 0.81 -0.0266
C 3.54 -1.75 -0.44 -0.4912
H 2.85 -2.31 -1.06 0.2212
H 4.36 -2.27 -0.30 0.1989
S 4.09 -0.52 -1.79 0.1772
C 5.74 -0.36 -1.28 -0.5718
C 5.83 0.66 -0.08 -0.4786
H 6.95 1.16 0.15 0.2192
H 5.35 1.65 -0.46 0.2162
S 5.22 0.06 1.75 0.1022
C 3.41 0.24 1.22 -0.4112
H 2.88 0.59 2.26 0.2113
H 3.35 0.95 0.67 0.1621
H 6.12 0.27 -1.89 0.2221
H 6.13 -1.24 -0.99 0.2125
H 2.79 -1.97 1.53 0.2289
H 0.40 -2.57 -0.26 0.1203
H 0.91 -2.56 1.56 0.2291
H -0.94 -0.97 1.81 0.1245
H -1.52 -2.41 0.92 0.2137
H -2.73 0.13 -1.71 0.2181
H -3.23 -1.40 -0.69 0.1600
H -3.31 1.43 0.26 0.1801
H -3.25 0.03 1.34 0.2258
H -5.36 0.85 0.84 0.1686

***

(2)
54
Properties=species:S:1:pos:R:3:nbo_charge:R:1 method="wB97M-V/def2-TZVPD" de_lowest_kcal_mol=0.0 orbital_gap_ev=10.31 homo_energy_ev=-9.7 charge=0
C 3.48 2.33 2.71 -0.5978
C 3.08 2.45 1.24 -0.4106
C 2.78 3.89 0.77 -0.2499
N 2.50 4.83 1.87 -0.6041
C 1.11 5.27 1.96 -0.1355
C 0.69 6.18 0.87 0.2581
N 0.33 6.89 0.05 -0.2982
C 0.14 4.08 2.10 -0.1724
C -1.05 4.55 2.84 0.2685
N -2.04 4.89 3.32 -0.3047
N -0.25 3.55 0.80 -0.4631
C -0.50 2.31 0.71 0.3886
C -0.93 1.43 1.86 -0.7200
C -0.41 1.66 -0.65 -0.6706
H 2.63 2.38 3.39 0.1954
H 3.96 1.36 2.86 0.2072
H 4.21 3.09 2.99 0.2130
H 3.92 2.07 0.66 0.2072
H 2.23 1.79 1.03 0.1913
H 3.68 4.25 0.27 0.1972
H 1.99 3.90 0.02 0.2145
H 3.08 5.65 1.71 0.3739
H 1.02 5.84 2.89 0.2469
H 0.62 3.34 2.75 0.2429
H -1.67 1.99 2.44 0.2406
H -0.08 1.19 2.49 0.2361
H -1.41 0.52 1.50 0.2389
H -0.12 0.62 -0.47 0.2315
H -1.41 1.62 -1.09 0.2381
H 0.30 2.17 -1.29 0.2349
C -3.16 -3.72 0.62 -0.6321
C -2.56 -2.37 0.24 0.0990
C -3.24 -1.78 -0.98 -0.6322
O -1.16 -2.50 0.00 -0.7366
H -3.03 -4.43 -0.20 0.2051
H -2.65 -4.12 1.50 0.2146
H -4.22 -3.63 0.84 0.2100
H -2.65 -1.68 1.08 0.1645
H -3.12 -2.43 -1.85 0.2094
H -2.80 -0.81 -1.23 0.2088
H -4.31 -1.63 -0.81 0.2100
H -1.05 -3.11 -0.74 0.4780
C -0.37 -6.15 -4.28 -0.6305
C -0.16 -4.88 -3.47 0.0945
C 1.28 -4.75 -3.00 -0.6314
O -1.05 -4.87 -2.35 -0.7371
H -0.15 -7.03 -3.68 0.1986
H -1.41 -6.23 -4.61 0.2200
H 0.27 -6.17 -5.16 0.2147
H -0.43 -4.01 -4.07 0.1776
H 1.55 -5.59 -2.36 0.1993
H 1.41 -3.84 -2.42 0.2191
H 1.97 -4.73 -3.85 0.2149
H -0.84 -5.63 -1.79 0.4643

***

(3)
54
Properties=species:S:1:pos:R:3:nbo_charge:R:1 method="wB97M-V/def2-TZVPD" orbital_gap_ev=6.08 homo_energy_ev=-3.9 charge=-1
C -4.17 1.69 -3.60 -0.6075
C -3.10 0.86 -2.87 -0.4013
C -1.68 1.05 -3.42 -0.3895
C -0.77 2.04 -2.63 -0.4099
C -1.50 3.20 -1.95 -0.4383
C -0.66 4.42 -1.59 0.2821
O -1.52 5.41 -1.02 -0.7505
N 0.37 4.19 -0.59 -0.6129
C 0.10 3.14 0.40 -0.4139
C -0.01 5.00 -2.92 0.7291
O 0.94 4.35 -3.40 -0.7727
O -0.60 5.98 -3.41 -0.7801
H -5.02 1.86 -2.95 0.1960
H -3.78 2.66 -3.92 0.2092
H -4.52 1.17 -4.49 0.1913
H -3.16 1.00 -1.80 0.2010
H -3.37 -0.19 -3.05 0.1881
H -1.18 0.08 -3.37 0.1900
H -1.73 1.32 -4.47 0.1908
H -0.24 1.44 -1.90 0.1763
H -0.03 2.44 -3.31 0.2683
H -2.26 3.57 -2.65 0.2036
H -2.06 2.84 -1.08 0.1938
H -2.27 5.52 -1.61 0.4729
H 0.40 5.06 -0.06 0.3582
H 0.75 3.31 1.26 0.1812
H -0.93 3.12 0.78 0.1622
H 0.38 2.17 -0.01 0.1815
C 0.54 -2.56 0.80 -0.4352
C 1.38 -1.82 -0.24 -0.4324
C 0.34 -1.49 -1.30 -0.0684
O -0.90 -1.32 -0.61 -0.5364
C -0.78 -1.79 0.73 -0.0630
H 0.97 -2.56 1.79 0.2255
H 0.38 -3.59 0.49 0.1922
H 1.78 -0.90 0.19 0.2069
H 2.21 -2.40 -0.63 0.2089
H 0.23 -2.31 -2.02 0.1571
H 0.57 -0.57 -1.85 0.1999
H -0.76 -0.92 1.40 0.1674
H -1.64 -2.40 0.98 0.1767
C 3.06 -4.83 5.42 -0.4302
C 3.92 -4.10 4.40 -0.4303
C 2.89 -3.74 3.33 -0.0701
O 1.65 -3.56 4.02 -0.5387
C 1.76 -4.04 5.36 -0.0646
H 3.49 -4.85 6.42 0.2143
H 2.89 -5.86 5.10 0.1998
H 4.33 -3.19 4.84 0.2029
H 4.74 -4.69 4.01 0.2156
H 2.77 -4.56 2.61 0.1659
H 3.14 -2.83 2.79 0.1902
H 1.79 -3.18 6.03 0.1644
H 0.88 -4.64 5.59 0.1826

***

(4)
50
Properties=species:S:1:pos:R:3:nbo_charge:R:1 method="wB97M-V/def2-TZVPD" de_lowest_kcal_mol=0.6 orbital_gap_ev=11.31 homo_energy_ev=-10.5 charge=0
C -7.00 -1.96 1.45 -0.6071
C -6.83 -2.01 -0.06 -0.3877
C -6.08 -0.81 -0.63 -0.3872
C -4.61 -0.76 -0.22 -0.3921
C -3.87 0.39 -0.89 -0.3828
C -2.40 0.44 -0.49 -0.3917
C -1.66 1.60 -1.16 -0.3834
C -0.16 1.61 -0.86 -0.3923
C 0.16 1.90 0.60 -0.3926
C 1.65 2.16 0.85 -0.3827
C 2.53 0.93 0.61 -0.3987
C 3.98 1.21 0.98 -0.3847
C 4.89 -0.02 0.85 -0.3924
C 5.09 -0.46 -0.60 -0.3948
C 6.07 -1.64 -0.69 -0.5117
C 7.48 -1.23 -0.37 0.7974
O 7.97 -0.15 -0.58 -0.6003
O 8.18 -2.23 0.18 -0.6876
H 9.09 -1.96 0.36 0.4955
H 6.08 -2.03 -1.71 0.2401
H 5.78 -2.45 -0.02 0.2267
H 4.14 -0.76 -1.04 0.2039
H 5.50 0.37 -1.17 0.2193
H 5.86 0.22 1.28 0.2059
H 4.46 -0.84 1.43 0.1911
H 4.37 2.01 0.35 0.1973
H 4.02 1.56 2.02 0.1991
H 2.15 0.10 1.21 0.1916
H 2.46 0.65 -0.44 0.1949
H 1.77 2.49 1.89 0.1974
H 1.98 2.98 0.21 0.1931
H -0.40 2.78 0.92 0.1980
H -0.16 1.06 1.22 0.1942
H 0.31 2.38 -1.48 0.1978
H 0.26 0.65 -1.16 0.1933
H -1.81 1.52 -2.24 0.1974
H -2.10 2.54 -0.83 0.1921
H -2.33 0.54 0.60 0.1945
H -1.91 -0.50 -0.76 0.1916
H -4.35 1.33 -0.63 0.1931
H -3.94 0.28 -1.98 0.1917
H -4.53 -0.65 0.86 0.1937
H -4.13 -1.71 -0.50 0.1918
H -6.57 0.11 -0.30 0.1916
H -6.14 -0.84 -1.72 0.1974
H -6.31 -2.93 -0.34 0.1920
H -7.83 -2.05 -0.52 0.1979
H -7.48 -1.03 1.75 0.1994
H -7.60 -2.79 1.80 0.2086
H -6.03 -2.02 1.95 0.2006

***

(5)
52
Properties=species:S:1:pos:R:3:nbo_charge:R:1 method="wB97M-V/def2-TZVPD" spin_multiplicity=2 de_lowest_kcal_mol=1.3 s2=0.7540 orbital_gap_ev="7.96 / 1.94" homo_energy_ev="-10.9 / -10.9" charge=+1
C -3.96 -1.57 -5.86 -0.4221
C -3.63 -1.27 -4.40 -0.4434
C -2.14 -0.91 -4.44 -0.0607
O -1.71 -0.86 -5.73 -0.5284
C -2.85 -0.65 -6.58 -0.0685
H -4.93 -1.16 -6.15 0.2156
H -3.74 -2.60 -6.13 0.2135
H -3.78 -2.07 -3.68 0.2133
H -4.25 -0.41 -4.15 0.1996
H -1.58 -1.69 -3.91 0.1732
H -1.96 0.07 -4.00 0.1505
H -2.73 -0.97 -7.62 0.1996
H -3.07 0.42 -6.53 0.1597
C -2.44 3.59 2.49 -0.4100
C -2.32 5.13 2.58 -0.4391
C -2.04 5.34 4.13 -0.1353
O -1.43 4.12 4.52 -0.0653
C -1.40 3.16 3.59 -0.1143
H -2.10 3.34 1.49 0.2595
H -3.45 3.25 2.75 0.2495
H -3.21 5.69 2.29 0.2640
H -1.49 5.48 1.98 0.2368
H -2.93 5.48 4.75 0.2838
H -1.48 6.25 4.38 0.2792
H -1.59 2.19 4.05 0.2750
H -0.47 3.37 3.06 0.3122
C 6.51 -2.64 2.64 -0.4514
C 5.84 -2.40 1.31 -0.4165
C 4.24 -2.55 1.45 -0.0573
O 4.18 -2.06 2.84 -0.5700
C 5.36 -2.38 3.66 -0.0660
H 7.40 -2.01 2.68 0.2200
H 6.93 -3.65 2.72 0.2133
H 6.11 -3.14 0.55 0.2069
H 6.08 -1.45 0.84 0.2055
H 3.99 -3.61 1.49 0.1621
H 3.61 -2.02 0.74 0.1929
H 5.11 -3.20 4.34 0.1762
H 5.66 -1.60 4.36 0.1843
C -0.22 -0.04 -0.98 -0.4326
C -0.27 -1.54 -0.89 -0.4453
C 0.10 -1.76 0.52 -0.0710
O -0.02 -0.56 1.15 -0.5228
C -0.77 0.31 0.34 -0.0644
H -0.85 0.33 -1.80 0.2161
H 0.77 0.36 -1.16 0.2190
H 0.21 -2.14 -1.66 0.2364
H -1.30 -1.89 -1.01 0.2051
H 1.08 -2.17 0.76 0.1845
H -0.54 -2.48 1.04 0.1650
H -0.67 1.33 0.71 0.1542
H -1.85 0.21 0.50 0.1577